(1)
Here is a molecular structure, C53H70CsGeN6O2P3 from OMol25. Energies are from ωB97M-V with the def2-TZVPD basis set.

Computed properties:
**E_tot**: -5661.7356 a.u.
**Max |F|**: 2.9 eV/Å
**Energy relative to the best compared isomer or geometry (same formula, charge and spin)**: 220.5 kJ/mol
**Gap between HOMO and LUMO (spin up / spin down)**: 5.89 / 5.36 eV

The geometry in ORCA input format:
```
! RIJCOSX wB97M-V def2-TZVPD def2/J DEFGRID3
* xyz -1 2
Cs -1.52569 -0.58896 -1.25421
C -3.34034 -2.41932 0.88388
C -2.83162 -1.68275 2.12166
C -3.44011 -2.27368 3.39042
P -2.98310 0.16716 1.89267
C -1.85887 0.66386 3.26152
N -0.44793 0.32159 3.04799
Ge 0.45934 0.13749 1.28250
N 1.35619 -1.61618 1.18766
C 0.86433 -2.80082 0.46800
P 0.91181 -3.02459 -1.42758
C 0.37495 -4.81530 -1.35007
C 1.40058 -5.85344 -0.90190
C -0.31751 -5.26728 -2.64245
C 2.66997 -3.18552 -2.01375
C 3.53078 -1.92154 -1.88333
C 2.61049 -3.58364 -3.49411
C 2.71394 -1.62922 1.47146
C 3.63914 -2.60522 1.09071
C 4.98753 -2.44529 1.39448
C 5.45348 -1.32769 2.06894
C 4.53136 -0.39190 2.53341
C 3.19664 -0.59084 2.26948
N 2.10731 0.14538 2.86267
C 1.53893 -0.55921 3.98397
C 2.28212 -1.30572 4.87124
C 1.65586 -1.88700 5.96811
C 0.29795 -1.67598 6.14041
C -0.44837 -0.94198 5.22448
C 0.15757 -0.39251 4.08377
C 2.38831 1.53742 3.09021
C 2.96123 2.02296 4.24344
C 3.33439 3.36137 4.32022
C 3.14430 4.16047 3.20439
C 2.53098 3.67365 2.05529
C 2.08116 2.34803 1.99236
N 1.37558 1.77328 0.94142
C 0.93635 2.65211 -0.15696
P -0.85539 3.12650 -0.17518
C -0.90619 3.95009 -1.83814
C -2.18170 4.77944 -2.00179
C -0.83371 2.92134 -2.96406
C -1.06962 4.61573 0.92261
C -1.00016 4.25820 2.40560
C -0.17741 5.82159 0.62972
C -4.61578 0.57993 2.64803
C -4.75121 2.10393 2.73306
C -5.75740 0.01030 1.80619
H -3.07370 -3.47989 0.92142
H -2.92565 -1.98513 -0.02090
H -4.42509 -2.35328 0.79966
H -1.74203 -1.81079 2.17791
H -4.53052 -2.20186 3.37592
H -3.08225 -1.79668 4.30225
H -3.18838 -3.33551 3.46416
H -2.24451 0.20271 4.16544
H -1.95927 1.73752 3.41869
H -0.20264 -2.88300 0.67331
H 1.34301 -3.69954 0.86137
H -0.42014 -4.76765 -0.59388
H 2.17324 -5.98615 -1.66384
H 0.92493 -6.82863 -0.75799
H 1.89855 -5.59564 0.03579
H 0.40564 -5.57139 -3.40155
H -0.93593 -4.47635 -3.06946
H -0.95895 -6.13188 -2.44834
H 3.14494 -4.00623 -1.46967
H 3.56142 -1.39837 -2.83813
H 4.55598 -2.18486 -1.61557
H 3.16543 -1.20949 -1.15114
H 2.03145 -2.84946 -4.06070
H 2.16269 -4.56493 -3.65528
H 3.62248 -3.60869 -3.90887
H 3.32466 -3.46079 0.51497
H 5.68868 -3.20185 1.06209
H 6.50970 -1.19497 2.25999
H 4.84494 0.46261 3.12005
H 3.34453 -1.42958 4.70188
H 2.22335 -2.47733 6.67466
H -0.20785 -2.09460 7.00240
H -1.50072 -0.81655 5.41675
H 3.12662 1.34549 5.07295
H 3.78177 3.75707 5.22168
H 3.46582 5.19512 3.22074
H 2.40420 4.33456 1.21516
H 1.06134 2.10620 -1.08794
H 1.58269 3.52271 -0.23403
H -0.03593 4.60996 -1.92425
H -3.06901 4.16294 -1.83114
H -2.24472 5.15595 -3.02584
H -2.23640 5.63670 -1.33032
H -1.69549 2.25152 -2.94835
H 0.06298 2.31090 -2.92405
H -0.83034 3.43047 -3.93118
H -2.10806 4.89836 0.72120
H 0.02282 4.05471 2.72736
H -1.59972 3.37733 2.62286
H -1.38270 5.08236 3.01459
H 0.84404 5.63890 0.96415
H -0.53498 6.70065 1.17535
H -0.14450 6.08825 -0.42577
H -4.66603 0.16029 3.65893
H -4.64166 2.55461 1.74262
H -4.00714 2.55951 3.38805
H -5.73948 2.37436 3.11520
H -5.65586 0.29943 0.75682
H -6.71777 0.39042 2.16525
H -5.79914 -1.07730 1.84158
O -3.41624 -1.33237 -2.59747
C -3.87151 -1.32190 -3.79967
C -5.25295 -1.52918 -4.07518
C -5.75511 -1.54792 -5.35896
C -4.92313 -1.36074 -6.46746
C -3.57736 -1.14261 -6.23204
C -3.03188 -1.10727 -4.94755
C -1.59757 -0.79112 -4.86018
N -0.99076 -0.55461 -3.76631
N 0.34238 -0.11535 -3.91273
C 1.05080 0.12013 -2.82807
O 0.85125 -0.17883 -1.59149
C 2.27312 0.96764 -3.17276
C 3.11487 1.37593 -2.14054
C 4.21552 2.18829 -2.38330
C 4.49727 2.59961 -3.67832
C 3.66854 2.19166 -4.71812
C 2.56474 1.38919 -4.46875
H -5.89972 -1.68313 -3.21893
H -6.81709 -1.71643 -5.50926
H -5.31668 -1.37820 -7.47518
H -2.90311 -0.98094 -7.06911
H -1.04116 -0.70304 -5.80092
H 2.90155 1.04158 -1.13307
H 4.85189 2.49166 -1.56002
H 5.35489 3.23077 -3.87861
H 3.87954 2.50505 -5.73397
H 1.90615 1.07272 -5.26545
*
```

=====

(2)
Here is 14 unconnected molecules or ions with the total composition C53H78F3O29S from OMol25. Energies are from ωB97M-V with the def2-TZVPD basis set.

Computed properties:
**E_tot**: -4946.1629 a.u.
**Max |F|**: 5.7 eV/Å
**Energy relative to the best compared isomer or geometry (same formula, charge and spin)**: 0.0 kJ/mol
**Gap between HOMO and LUMO**: 7.95 eV

The geometry in ORCA input format:
```
! RIJCOSX wB97M-V def2-TZVPD def2/J DEFGRID3
* xyz -1 1
C -19.93297 15.37329 -15.53035
F -19.62882 14.87923 -14.36271
F -19.30653 14.83865 -16.53704
F -21.27195 15.25447 -15.63993
S -19.44749 17.24511 -15.55770
O -18.02275 17.23567 -15.26961
O -19.85882 17.62869 -16.91622
O -20.18367 17.94263 -14.46306
O -12.74449 15.65702 -17.47150
C -13.42273 14.68371 -17.72873
O -13.71762 14.36063 -19.03151
C -14.51212 13.19597 -19.09818
C -14.52994 12.61315 -17.71769
C -14.05101 13.68789 -16.80689
H -14.07084 12.48964 -19.80136
H -15.49831 13.41951 -19.50509
H -13.79738 11.81292 -17.61232
H -15.50396 12.18511 -17.48069
H -13.40561 13.36720 -15.98913
H -14.88633 14.19505 -16.32405
O -27.30989 15.11901 -14.75305
C -26.83917 16.23876 -14.45994
O -25.87135 16.40600 -13.56708
C -25.10244 17.63198 -13.67920
C -26.01100 18.53403 -14.51897
C -27.21637 17.64150 -14.89074
H -24.17548 17.41232 -14.20891
H -24.93480 18.00616 -12.66926
H -25.56940 18.91127 -15.44135
H -26.40571 19.41624 -14.01498
H -27.45041 17.53429 -15.94990
H -28.09780 17.97193 -14.34120
O -23.37526 16.23050 -8.83527
C -22.32275 15.69021 -9.02721
O -21.63362 15.06172 -7.94932
C -20.28053 14.85206 -8.27357
C -20.12677 15.43235 -9.67784
C -21.48911 15.47571 -10.27240
H -20.12223 13.77391 -8.29844
H -19.61452 15.36122 -7.57695
H -19.37331 14.98647 -10.32713
H -19.76663 16.45148 -9.53725
H -21.81434 14.50290 -10.64113
H -21.74688 16.22816 -11.01770
O -12.68838 13.96851 -10.13707
C -13.66578 14.66055 -10.59389
O -13.79426 15.15414 -11.85078
C -14.89585 16.06117 -11.95095
C -15.09194 16.44069 -10.51461
C -14.83418 15.14646 -9.77253
H -15.83781 15.67739 -12.34277
H -14.68249 16.90761 -12.60373
H -16.11530 16.77661 -10.34728
H -14.44523 17.24795 -10.17081
H -15.76237 14.57763 -9.82729
H -14.59502 15.32876 -8.72484
O -21.60904 25.90019 -16.55139
C -21.39609 24.73656 -16.73524
O -21.92944 23.72951 -16.06204
C -21.56646 22.44380 -16.56579
C -21.03441 22.73087 -17.95542
C -20.55072 24.14535 -17.87826
H -22.48404 21.86609 -16.67717
H -20.90685 21.87783 -15.90800
H -21.88359 22.68800 -18.63744
H -20.46314 21.85733 -18.26955
H -20.71742 24.79597 -18.73675
H -19.47770 24.09724 -17.69275
O -24.52262 11.24460 -17.93743
C -24.74199 10.86199 -16.76213
O -23.97827 11.34192 -15.74404
C -24.50986 10.88460 -14.49098
C -25.26958 9.62232 -14.79576
C -25.82424 9.93307 -16.17402
H -25.09901 11.68915 -14.05085
H -23.68890 10.62307 -13.82335
H -25.98399 9.38650 -14.00704
H -24.41204 8.95404 -14.87400
H -26.80915 10.39463 -16.10311
H -25.96757 9.07813 -16.83479
O -15.45476 18.15607 -23.36251
C -16.44205 17.84206 -22.67192
O -17.13270 18.76914 -21.98292
C -18.18911 18.21492 -21.20890
C -18.05797 16.74548 -21.36066
C -16.91816 16.46550 -22.32036
H -19.18094 18.54945 -21.51297
H -17.94174 18.48852 -20.18321
H -19.02606 16.31380 -21.61475
H -17.84907 16.25422 -20.41033
H -17.28492 15.95845 -23.21282
H -16.10935 15.93000 -21.82321
O -17.57984 23.43542 -13.60278
C -16.86962 22.91815 -12.74247
O -16.25222 23.67033 -11.83565
C -15.68413 22.90492 -10.77509
C -15.78738 21.43136 -11.22008
C -16.44985 21.44086 -12.61464
H -16.28873 23.05846 -9.88123
H -14.63110 23.09405 -10.56668
H -16.26000 20.77754 -10.48711
H -14.86012 20.90552 -11.44766
H -17.23903 20.72104 -12.83180
H -15.74965 21.20792 -13.41686
O -21.20248 9.37463 -21.72011
C -20.88310 9.27930 -20.54823
O -21.13064 8.22852 -19.78121
C -20.49413 8.37248 -18.49365
C -19.66274 9.69499 -18.57995
C -20.23030 10.43716 -19.73609
H -19.80366 7.54087 -18.35301
H -21.23702 8.52477 -17.71069
H -18.62251 9.54232 -18.86757
H -19.71586 10.22811 -17.63071
H -19.47639 11.01845 -20.26696
H -21.03455 11.12451 -19.47372
O -12.96369 22.50040 -16.16321
C -13.62145 21.88676 -17.03153
O -14.81139 22.30804 -17.35536
C -15.57606 21.48073 -18.20135
C -14.67767 20.24184 -18.23795
C -13.24543 20.68126 -17.93932
H -15.76518 21.92356 -19.17922
H -16.44794 21.13917 -17.64344
H -14.68899 19.81689 -19.24163
H -15.06894 19.42083 -17.63716
H -12.66240 21.11130 -18.75372
H -12.68381 19.87599 -17.46580
O -24.87293 19.14241 -19.43540
C -24.81839 17.93758 -19.66887
O -25.82289 17.09594 -19.41137
C -25.43862 15.77135 -19.68012
C -23.90528 15.77898 -19.68991
C -23.62087 17.19409 -20.14696
H -25.80610 15.39761 -20.63582
H -25.98143 15.09637 -19.01842
H -23.41969 15.04852 -20.33701
H -23.49887 15.54386 -18.70622
H -23.65889 17.17642 -21.23615
H -22.68088 17.56743 -19.74060
O -22.08410 23.84059 -8.38925
C -21.67526 22.94858 -9.17176
O -22.29852 22.68153 -10.31082
C -21.54477 21.82410 -11.11653
C -20.82955 20.95237 -10.09790
C -20.47718 22.02089 -9.09310
H -20.75628 22.28847 -11.70877
H -22.23566 21.25093 -11.73479
H -19.93355 20.50119 -10.52418
H -21.49353 20.18554 -9.69888
H -19.63788 22.65213 -9.38503
H -20.44470 21.65516 -8.06680
O -17.09554 11.33540 -12.81689
C -17.86874 10.40006 -12.88533
O -17.52291 9.21459 -13.38288
C -18.58046 8.29972 -13.51844
C -19.88551 9.08171 -13.10988
C -19.38071 10.38719 -12.48691
H -18.46281 7.56195 -12.72475
H -18.76142 7.79187 -14.46578
H -20.69188 8.54045 -12.61500
H -20.43268 9.30551 -14.02565
H -19.48493 10.24025 -11.41190
H -19.96737 11.28019 -12.70252
*
```

=====

(3)
Here is a single C6H6 molecule from OMol25. Energies are from ωB97M-V with the def2-TZVPD basis set.

Computed properties:
**E_tot**: -232.0612 a.u.
**Max |F|**: 0.7 eV/Å
**Structure (SMILES)**: CC#CC#CC
**Energy relative to the best compared isomer or geometry (same formula, charge and spin)**: 433.5 kJ/mol
**Gap between HOMO and LUMO**: 9.54 eV

The geometry in ORCA input format:
```
! RIJCOSX wB97M-V def2-TZVPD def2/J DEFGRID3
* xyz 0 1
C -2.49065 -0.14325 0.42849
C -1.81366 0.33353 -0.77245
C -0.85334 0.62516 -1.44671
C 0.53586 0.56677 -1.36894
C 1.55145 0.30561 -0.76611
C 2.55273 -0.12603 0.20842
H -2.53785 0.66437 1.16597
H -1.83494 -0.92753 0.83703
H -3.48258 -0.56065 0.27059
H 2.58880 -1.22404 0.23239
H 2.23181 0.21748 1.20323
H 3.55237 0.26857 0.00809
*
```